[1]
Here is a 3-piece molecular cluster, C4H10NO overall from the Open Molecules 2025 dataset. Energies are from ωB97M-V/def2-TZVPD.

Values from the calculation:
Largest force on an atom ... 0.1145 Eh/bohr
Relative energy (zero: lowest compared OMol25 entry of this formula, charge and spin) ... 369.7 kJ/mol
Kohn-Sham gap ... 0.332 Ha
E ... -7837.486 eV

Structure (ORCA input):
```
! RIJCOSX wB97M-V def2-TZVPD def2/J DEFGRID3
* xyz 1 1
C -1.263 -2.142 0.119
C -0.439 2.953 -0.136
C 0.300 1.800 -0.080
C -1.589 -1.782 1.214
N 1.621 -1.372 -0.231
O -0.130 0.579 -0.517
H -1.455 -2.365 -0.924
H -0.155 3.812 0.331
H 1.211 1.785 0.369
H 0.565 -1.522 0.016
H -1.948 -1.370 2.100
H -1.499 3.074 -0.519
H 1.726 -0.573 -0.839
H 1.923 -2.107 -0.838
H 2.214 -1.290 0.597
H -1.083 0.518 -0.661
*
```

Mulliken atomic charge list, values in e, 5 entries: number 1, C, carries -1.024; number 2, C, carries -0.876; number 3, C, carries 0.236; number 4, C, carries 0.194; number 5, N, carries -0.386

=====

[2]
Here is one molecule with the formula C5H7Cl2NO from the Open Molecules 2025 dataset. Energies are from ωB97M-V/def2-TZVPD.

Values from the calculation:
Largest force on an atom ... 0.0993 Eh/bohr
Relative energy (zero: lowest compared OMol25 entry of this formula, charge and spin) ... 0.0 kJ/mol
Kohn-Sham gap ... 0.390 Ha
E ... -33879.820 eV
Structure (SMILES) ... CC1(C(N)=O)[C@H](Cl)[C@H]1Cl

Structure (ORCA input):
```
! RIJCOSX wB97M-V def2-TZVPD def2/J DEFGRID3
* xyz 0 1
C -0.177 -1.449 0.147
C -0.676 1.337 -0.313
C 0.315 0.707 -1.231
C 0.205 -0.005 0.090
C 1.282 0.363 1.159
N -1.469 -1.696 -0.044
O 0.681 -2.226 0.341
Cl -2.406 1.255 -0.731
Cl 1.836 1.639 -1.509
H -0.609 2.190 0.238
H 0.110 0.122 -2.065
H 1.535 1.369 0.791
H 2.298 -0.123 0.998
H 0.976 0.252 2.185
H -2.179 -1.073 0.058
H -1.724 -2.663 -0.112
*
```

Mulliken atomic charge list, values in e, 5 entries: number 1, C, carries 0.088; number 2, C, carries -0.387; number 3, C, carries -0.064; number 4, C, carries 0.816; number 5, C, carries -1.319

=====

[3]
Here is one molecule with the formula C5H11NO from the Open Molecules 2025 dataset. Energies are from ωB97M-V/def2-TZVPD.

Values from the calculation:
Largest force on an atom ... 0.0785 Eh/bohr
Relative energy (zero: lowest compared OMol25 entry of this formula, charge and spin) ... 235.7 kJ/mol
Kohn-Sham gap ... 0.388 Ha
E ... -8899.254 eV
Structure (SMILES) ... OC[C@@H]1CCCN1

Structure (ORCA input):
```
! RIJCOSX wB97M-V def2-TZVPD def2/J DEFGRID3
* xyz 0 1
N 1.172 -0.907 -0.528
C -0.033 -1.268 -1.357
C -0.771 0.076 -1.677
C -0.768 0.729 -0.239
C 0.594 0.284 0.384
C 0.645 0.165 1.866
O 0.435 1.463 2.573
H 1.186 -1.535 0.252
H -0.712 -1.817 -0.733
H 0.189 -1.919 -2.225
H -1.762 -0.159 -2.133
H -0.192 0.597 -2.472
H -1.118 1.764 -0.334
H -1.525 0.235 0.268
H 1.313 1.078 0.198
H -0.298 -0.483 2.088
H 1.528 -0.291 2.245
H 0.117 1.987 1.826
*
```

Mulliken atomic charge list, values in e, 5 entries: number 1, N, carries -0.528; number 2, C, carries -0.569; number 3, C, carries -0.595; number 4, C, carries -0.774; number 5, C, carries -0.106

=====

[4]
Here is a 2-piece molecular cluster, C6H13N3O2 overall from the Open Molecules 2025 dataset. Energies are from ωB97M-V/def2-TZVPD.

Values from the calculation:
Largest force on an atom ... 0.1419 Eh/bohr
Relative energy (zero: lowest compared OMol25 entry of this formula, charge and spin) ... 251.0 kJ/mol
Kohn-Sham gap (spin up / spin down) ... 0.264 / 0.248 Ha
E ... -14989.694 eV

Structure (ORCA input):
```
! RIJCOSX wB97M-V def2-TZVPD def2/J DEFGRID3
* xyz 0 3
C -1.378 -1.379 2.262
C -2.051 -1.228 1.091
C 1.665 1.510 0.630
C 0.749 1.162 -0.563
C -2.478 0.081 0.696
C 0.844 -0.297 -0.790
N 1.448 -2.080 -2.108
N 1.350 -0.685 -1.855
N -3.150 0.265 -0.415
O -3.374 1.639 -0.571
O -3.544 -0.516 -1.303
H -1.082 -2.324 2.619
H -1.291 -0.520 2.958
H -2.271 -2.085 0.365
H 2.116 0.579 0.984
H 2.430 2.235 0.274
H 0.960 1.975 1.298
H -0.198 1.489 -0.262
H 1.007 1.662 -1.426
H -2.527 0.877 1.396
H 0.798 -0.945 -0.006
H 1.247 -2.700 -1.378
H 2.257 -2.433 -2.619
H -3.418 1.896 -1.479
*
```

Mulliken atomic charge list, values in e, 5 entries: number 1, C, carries -1.028; number 2, C, carries 0.299; number 3, C, carries -1.030; number 4, C, carries -0.174; number 5, C, carries -0.523

=====

[5]
Here is C32H47Br19FN2O3PS2 as an isolated structure from the Open Molecules 2025 dataset. Energies are from ωB97M-V/def2-TZVPD.

Values from the calculation:
Largest force on an atom ... 0.1674 Eh/bohr
Kohn-Sham gap ... 0.200 Ha
E ... -1407531.998 eV

Structure (ORCA input):
```
! RIJCOSX wB97M-V def2-TZVPD def2/J DEFGRID3
* xyz 0 1
C 4.538 -1.040 1.556
C 3.221 -0.290 2.181
C 3.196 0.758 3.443
C 1.814 1.515 4.003
C 0.397 1.189 3.246
C -1.085 1.819 3.690
C -1.944 0.499 4.253
C -3.067 -0.310 3.324
P -3.476 0.298 1.520
O -3.468 -1.046 0.395
Br -5.584 1.248 1.594
C -3.812 -1.644 4.005
S -5.060 -2.704 3.091
O -4.461 -3.561 1.940
O -5.654 -3.735 4.126
F -6.405 -1.852 2.452
C -3.437 -2.095 5.571
C -2.358 -1.253 6.473
N -1.856 -1.417 7.891
S -0.702 -0.084 8.143
N -0.582 0.836 6.622
C -1.612 0.040 5.794
C 0.409 0.140 1.986
C 1.765 -0.609 1.442
H 4.217 -2.076 1.057
H 5.003 -0.375 0.681
H 5.377 -1.302 2.329
H 4.225 0.992 4.000
H 1.848 2.243 4.919
H -0.913 2.562 4.603
H -1.642 2.325 2.792
H -3.747 -0.641 -0.486
H -3.959 -3.047 6.058
H -0.608 -0.086 1.454
H 1.634 -1.354 0.536
Br 1.418 -0.292 -3.902
C -0.235 0.124 -2.953
C -0.069 1.345 -2.078
Br 0.910 0.915 -0.446
H -0.519 -0.774 -2.398
H -0.973 0.310 -3.738
H -1.042 1.709 -1.737
H 0.469 2.161 -2.567
Br -1.223 -1.980 10.496
C -1.972 -3.656 11.158
C -3.470 -3.556 11.325
Br -3.937 -2.562 12.937
H -1.446 -3.895 12.087
H -1.716 -4.400 10.399
H -3.909 -4.548 11.466
H -3.968 -3.060 10.488
Br -0.894 -5.730 -4.120
C -1.712 -4.252 -5.095
C -1.284 -2.919 -4.527
Br -2.234 -2.520 -2.870
H -2.793 -4.409 -5.066
H -1.361 -4.362 -6.125
H -1.549 -2.106 -5.208
H -0.215 -2.865 -4.302
Br 2.671 3.958 0.580
C 2.332 4.073 -1.337
C 3.112 5.206 -1.963
Br 2.281 6.929 -1.583
H 1.251 4.168 -1.465
H 2.659 3.111 -1.741
H 3.106 5.123 -3.053
H 4.146 5.267 -1.613
Br 2.107 -7.801 -6.114
C 1.181 -8.833 -4.742
C 0.685 -10.150 -5.291
Br -0.921 -9.904 -6.372
H 0.382 -8.197 -4.350
H 1.926 -8.997 -3.959
H 0.380 -10.816 -4.479
H 1.418 -10.662 -5.920
Br -6.927 4.627 0.388
C -7.116 4.301 -1.527
C -6.927 2.838 -1.853
Br -5.039 2.347 -1.824
H -6.401 4.955 -2.033
H -8.132 4.622 -1.770
H -7.260 2.624 -2.872
H -7.441 2.168 -1.159
Br 0.563 3.962 -5.165
C 1.796 3.225 -6.485
C 3.229 3.551 -6.135
Br 3.661 5.401 -6.578
H 1.488 3.611 -7.460
H 1.628 2.145 -6.457
H 3.919 2.948 -6.733
H 3.460 3.414 -5.075
Br 3.193 3.546 4.202
C 3.519 5.180 5.217
C 4.990 5.355 5.513
Br 5.562 4.186 6.966
H 2.898 5.126 6.116
H 3.155 5.989 4.578
H 5.193 6.369 5.868
H 5.634 5.139 4.657
Br 4.244 -0.111 -7.508
C 3.906 0.003 -9.426
C 4.686 1.136 -10.051
Br 3.854 2.860 -9.671
H 2.824 0.098 -9.554
H 4.232 -0.959 -9.830
H 4.679 1.053 -11.142
H 5.720 1.197 -9.702
*
```

Mulliken atomic charge list, values in e, 5 entries: number 1, C, carries -0.971; number 2, C, carries 0.619; number 3, C, carries -0.684; number 4, C, carries -0.636; number 5, C, carries 0.942

=====

[6]
Here is one molecule with the formula C10H7N5O from the Open Molecules 2025 dataset. Energies are from ωB97M-V/def2-TZVPD.

Values from the calculation:
Largest force on an atom ... 0.0913 Eh/bohr
Relative energy (zero: lowest compared OMol25 entry of this formula, charge and spin) ... 251.1 kJ/mol
Kohn-Sham gap ... 0.297 Ha
E ... -19977.101 eV
Structure (SMILES) ... N#C/N=[N+](\[O-])c1cnn(-c2ccccc2)c1

Structure (ORCA input):
```
! RIJCOSX wB97M-V def2-TZVPD def2/J DEFGRID3
* xyz 0 1
N -1.720 -5.226 -3.443
O -1.123 -4.401 -0.188
C -1.489 -4.246 -2.833
N 0.108 -1.036 1.681
N -1.104 -3.186 -2.070
C -0.184 -2.249 1.326
C 0.012 -1.040 -0.547
C -0.365 -2.274 -0.111
C 0.755 3.977 0.554
C 0.567 3.301 1.726
C 0.809 3.270 -0.621
C 0.331 1.907 1.722
C 0.643 1.898 -0.627
C 0.384 1.175 0.546
N 0.190 -0.213 0.570
N -0.853 -3.367 -0.837
H -0.355 -3.078 2.003
H 0.035 -0.743 -1.592
H 0.922 5.055 0.581
H 0.615 3.886 2.645
H 0.969 3.768 -1.564
H 0.044 1.426 2.662
H 0.810 1.398 -1.582
*
```

Mulliken atomic charge list, values in e, 5 entries: number 1, N, carries -0.404; number 2, O, carries -0.612; number 3, C, carries 0.427; number 4, N, carries -1.007; number 5, N, carries -0.837